Computed, not measured: a structure of composition C39H43ClP2PbSi2 in a non-equilibrium geometry, with ωB97M-V/def2-TZVPD.

Spin multiplicity   1
Electronic energy   -93227.232 eV
Charge   +2
Gap between HOMO and LUMO   0.195 Ha
Energy above the lowest of the compared OMol25 structures with the same formula, charge and spin   0.000 eV
LUMO level   -6.8 eV

XYZ file:
```
88
Properties=species:S:1:pos:R:3:mulliken_charge:R:1
C -1.854 -1.045 4.957 -0.6705
C -2.715 -0.400 3.976 -0.7421
C -2.800 -1.272 2.819 -0.7604
H -3.176 0.576 4.078 0.6351
C -1.994 -2.448 3.079 -0.4630
C -1.413 -2.310 4.397 -0.7019
H -0.741 -3.010 4.871 0.7425
H -1.571 -0.638 5.921 0.6011
H -3.344 -1.066 1.904 0.8308
H -1.815 -3.255 2.376 0.7182
Pb -0.457 -0.525 2.980 0.7034
Si 2.740 -0.195 -5.624 0.3608
C 1.758 1.299 -6.118 0.2656
C 2.168 2.126 -7.181 -0.4415
H 3.066 1.879 -7.741 0.3403
C 1.432 3.259 -7.536 -0.5741
H 1.765 3.886 -8.363 0.3700
C 0.270 3.592 -6.839 -0.5455
H -0.302 4.473 -7.115 0.3895
C -0.153 2.782 -5.784 -0.5165
H -1.062 3.030 -5.238 0.3363
C 0.583 1.645 -5.429 -0.1369
H 0.229 1.021 -4.611 0.5444
C 1.835 -1.749 -6.059 0.3612
C 0.620 -1.706 -6.765 0.0431
H 0.191 -0.746 -7.047 0.3728
C -0.060 -2.881 -7.108 -0.7238
H -0.998 -2.820 -7.657 0.3785
C 0.458 -4.123 -6.748 -0.4363
H -0.070 -5.034 -7.013 0.4105
C 1.661 -4.186 -6.040 -0.5986
H 2.068 -5.155 -5.752 0.3786
C 2.339 -3.017 -5.697 -0.5172
H 3.270 -3.084 -5.140 0.3482
H 3.010 -0.212 -4.169 -0.2173
Si -0.446 -0.378 0.469 0.3901
C -1.005 -1.970 -0.307 0.8455
C -2.071 -1.958 -1.216 -0.2760
H -2.517 -1.012 -1.511 0.3653
C -2.577 -3.147 -1.751 -0.7386
H -3.412 -3.109 -2.448 0.4425
C -2.010 -4.371 -1.406 -0.5756
H -2.401 -5.294 -1.826 0.4346
C -0.934 -4.401 -0.522 -0.5725
H -0.475 -5.350 -0.252 0.4432
C -0.433 -3.212 0.023 -0.5700
H 0.409 -3.257 0.708 0.3890
C -1.538 0.957 -0.222 1.1264
C -2.773 1.305 0.347 -0.3256
H -3.094 0.831 1.269 0.3092
C -3.600 2.268 -0.250 -0.7524
H -4.554 2.518 0.212 0.4372
C -3.201 2.901 -1.424 -0.6805
H -3.838 3.651 -1.884 0.4095
C -1.978 2.567 -2.002 -0.5561
H -1.656 3.057 -2.919 0.3231
C -1.157 1.600 -1.409 -0.6629
H -0.207 1.354 -1.874 0.4394
H 4.052 -0.119 -6.322 -0.1775
Cl 1.460 0.007 -0.271 -0.4172
C -1.514 3.068 5.166 -1.6079
P -0.538 1.783 4.371 1.2019
C -0.409 2.692 2.754 -1.0028
C 0.936 1.725 5.487 1.0715
C 1.152 2.657 6.503 -0.7325
C 2.284 2.629 7.308 -0.9023
C 3.259 1.655 7.133 -0.8665
C 3.089 0.690 6.147 -0.9452
C 1.932 0.727 5.364 -0.2934
P 1.689 -0.549 4.146 0.7536
C 2.776 0.086 2.837 -1.0980
C 1.716 -2.023 5.187 -1.3100
H -2.421 3.252 4.589 0.4709
H -0.938 4.011 5.199 0.4761
H -1.781 2.740 6.167 0.4297
H -0.136 3.724 2.967 0.5828
H 0.333 2.231 2.107 0.1103
H -1.401 2.668 2.258 0.2930
H 0.439 3.461 6.699 0.3125
H 2.417 3.386 8.087 0.4180
H 4.148 1.640 7.761 0.4309
H 3.853 -0.082 6.011 0.3921
H 2.784 -0.626 2.014 0.4406
H 2.411 1.072 2.480 0.3007
H 3.776 0.203 3.250 0.5634
H 2.678 -2.083 5.691 0.5817
H 0.919 -1.956 5.956 0.3644
H 1.567 -2.907 4.564 0.4292
```

Computed, not measured: a structure of composition C39H43IN3O8PS2Tl, with ωB97M-V/def2-TZVPD.

Spin multiplicity   1
Electronic energy   -105749.257 eV
Charge   -1
Gap between HOMO and LUMO   0.281 Ha
Energy above the lowest of the compared OMol25 structures with the same formula, charge and spin   0.000 eV
LUMO level   2.4 eV

XYZ file:
```
98
Properties=species:S:1:pos:R:3:mulliken_charge:R:1
Tl 0.307 0.433 1.425 1.2514
I -3.186 0.646 1.833 0.3796
C -3.404 2.749 1.846 -0.1863
C -3.822 3.240 3.058 -0.7932
C -4.164 4.593 3.239 -0.8304
C -4.132 5.436 2.172 -0.8112
C -3.707 4.974 0.904 0.9830
C -3.743 5.870 -0.193 -0.7463
C -3.355 5.469 -1.434 -1.2255
C -2.838 4.173 -1.603 0.3300
C -2.742 3.274 -0.570 0.4264
P -1.755 1.740 -0.863 0.3311
C -0.619 2.326 -2.185 0.0671
C -0.714 2.019 -3.538 0.0463
C 0.270 2.437 -4.429 -0.6598
C 1.357 3.169 -3.979 -0.5234
C 1.460 3.484 -2.628 -0.7035
C 0.486 3.057 -1.742 -0.6041
C -2.947 0.694 -1.761 0.7095
C -2.495 -0.529 -2.255 0.0738
C -3.372 -1.417 -2.854 -0.7633
C -4.721 -1.104 -2.951 -0.8022
C -5.185 0.097 -2.439 -0.6730
C -4.305 0.991 -1.845 -0.8931
C -3.263 3.630 0.722 0.2330
H -3.917 2.557 3.892 0.4056
H -4.479 4.941 4.214 0.3768
H -4.437 6.472 2.268 0.3409
H -4.096 6.880 -0.017 0.3489
H -3.403 6.146 -2.278 0.4088
H -2.463 3.891 -2.580 0.5012
H -1.561 1.452 -3.905 0.4461
H 0.179 2.190 -5.480 0.4281
H 2.124 3.488 -4.674 0.3670
H 2.310 4.046 -2.263 0.4159
H 0.588 3.280 -0.685 0.3897
H -1.453 -0.795 -2.125 0.3969
H -3.010 -2.373 -3.208 0.4159
H -5.411 -1.809 -3.398 0.3382
H -6.240 0.338 -2.490 0.3810
H -4.680 1.922 -1.438 0.3090
O 1.678 -2.959 3.934 -0.7287
S 0.939 -2.432 2.800 1.4750
O 1.805 -1.823 1.783 -0.4852
O -0.158 -1.545 3.171 -0.6040
C 0.209 -3.886 2.023 0.0750
C 0.941 -5.054 2.223 -0.7350
C 0.489 -6.276 1.756 -0.7149
C -0.726 -6.346 1.094 -0.5427
C -1.450 -5.188 0.867 -0.8856
C -0.994 -3.948 1.309 -0.5241
S -1.990 -2.544 0.750 1.8759
O -2.747 -3.075 -0.367 -0.7536
O -2.811 -2.116 1.874 -0.9168
O -1.002 -1.548 0.330 -0.4006
H 1.865 -4.985 2.780 0.4929
H 1.078 -7.170 1.921 0.3827
H -1.105 -7.298 0.743 0.3710
H -2.378 -5.214 0.313 0.5218
C 4.641 -0.559 2.361 -0.9699
N 4.205 0.814 2.648 0.1994
C 4.320 1.700 1.497 -1.0938
C 3.131 1.102 3.485 0.5921
O 2.388 2.052 3.229 -0.6699
N 2.950 0.366 4.626 0.2457
C 3.832 -0.658 5.152 -1.0686
C 1.629 0.396 5.243 -1.0466
H 5.028 -0.570 1.342 0.4179
H 3.813 -1.264 2.396 0.2078
H 5.447 -0.891 3.013 0.2766
H 5.364 1.724 1.176 0.3654
H 4.000 2.700 1.767 0.3505
H 3.701 1.356 0.659 0.3207
H 4.870 -0.407 4.955 0.3693
H 3.597 -1.653 4.769 0.2809
H 3.706 -0.669 6.237 0.3656
H 1.104 1.290 4.924 0.3147
H 1.748 0.417 6.329 0.3625
H 1.047 -0.487 4.967 0.3001
O 1.321 -0.258 -1.206 -0.0902
C 2.153 -1.068 -1.560 -0.4820
C 3.260 -0.716 -2.525 -0.8909
C 2.933 -1.481 -3.837 -0.7702
C 1.438 -1.823 -4.051 -0.0266
C 0.930 -3.110 -3.369 -0.9184
C 0.821 -3.032 -1.839 0.6318
N 2.040 -2.418 -1.311 0.1955
H 4.238 -1.012 -2.136 0.3712
H 3.254 0.362 -2.674 0.3613
H 3.510 -2.410 -3.875 0.3428
H 3.275 -0.875 -4.678 0.4437
H 1.274 -1.931 -5.126 0.4338
H 0.826 -0.970 -3.740 -0.1707
H 1.608 -3.930 -3.638 0.3742
H -0.049 -3.368 -3.782 0.4089
H 0.697 -4.023 -1.401 0.2477
H -0.022 -2.431 -1.505 -0.7625
H 2.867 -2.929 -1.590 0.3916
```